(1)
DFT (ωB97M-V/def2-TZVPD) results for a structure of composition C26H69CuO25S8 at a distorted geometry.

```
129
C26H69CuO25S8 | the Open Molecules 2025 dataset | ωB97M-V/def2-TZVPD
Cu 0.25 0.76 -0.44
C 1.81 4.19 -2.09
C 1.89 3.94 -0.58
O 1.46 2.62 -0.23
H 0.83 4.03 -2.56
H 2.50 3.46 -2.49
H 2.21 5.13 -2.47
H 1.20 4.61 -0.05
H 2.94 4.07 -0.31
O 4.18 0.03 -2.69
S 3.57 -0.38 -1.45
O 2.14 -0.12 -1.20
O 3.80 -2.01 -1.35
C 4.91 -2.63 -2.07
C 4.71 -2.71 -3.56
C 4.59 -0.02 0.05
H 5.09 -3.61 -1.62
H 5.85 -2.14 -1.79
H 3.91 -3.40 -3.81
H 5.60 -3.01 -4.13
H 4.21 -1.84 -3.98
H 5.39 0.64 -0.28
H 4.96 -0.88 0.61
H 3.89 0.61 0.60
O -2.77 -2.82 -0.62
S -2.61 -1.38 -0.77
O -1.25 -0.80 -0.69
O -3.15 -0.88 -2.20
C -4.32 -1.50 -2.73
C -5.10 -0.35 -3.31
C -3.68 -0.52 0.48
H -4.89 -2.08 -2.00
H -4.09 -2.32 -3.41
H -5.82 -0.62 -4.07
H -4.48 0.47 -3.68
H -5.73 0.06 -2.52
H -4.68 -0.91 0.31
H -3.66 0.57 0.45
H -3.47 -0.86 1.50
O -2.98 -7.29 -1.65
S -2.00 -7.08 -0.59
O -1.36 -8.20 0.06
O -0.87 -5.96 -1.05
C -1.16 -5.03 -2.07
C -0.04 -3.99 -1.92
C -2.78 -6.12 0.77
H -2.13 -4.58 -1.88
H -1.01 -5.50 -3.04
H 0.99 -4.28 -1.67
H -0.45 -3.28 -1.21
H 0.00 -3.41 -2.84
H -1.89 -5.94 1.37
H -3.45 -6.80 1.31
H -3.28 -5.25 0.33
O 2.75 2.59 5.57
S 3.57 1.71 4.78
O 3.27 1.58 3.32
O 5.21 2.08 4.93
C 5.54 2.97 5.89
C 6.93 3.46 5.45
C 3.41 0.08 5.58
H 5.52 2.40 6.81
H 4.85 3.82 5.92
H 6.83 3.65 4.38
H 7.65 2.65 5.59
H 7.37 4.25 6.06
H 3.88 0.15 6.57
H 3.99 -0.59 4.95
H 2.34 -0.13 5.51
O -1.68 2.04 -0.88
S -2.63 3.14 -1.13
O -3.06 3.40 -2.54
O -4.05 2.88 -0.21
C -5.29 2.69 -0.92
C -5.71 4.13 -1.49
C -2.28 4.69 -0.41
H -6.01 2.39 -0.16
H -5.21 1.89 -1.66
H -5.60 4.83 -0.66
H -6.76 4.19 -1.76
H -5.09 4.59 -2.26
H -1.24 4.83 -0.71
H -2.36 4.62 0.67
H -2.95 5.44 -0.83
O 1.38 -0.93 3.66
S 1.55 -1.48 2.29
O 1.09 -0.68 1.14
O 3.07 -1.98 2.00
C 3.75 -2.83 2.91
C 3.93 -4.27 2.35
C 0.64 -3.05 2.26
H 3.27 -2.81 3.89
H 4.69 -2.29 3.01
H 4.36 -4.12 1.36
H 3.12 -4.97 2.54
H 4.68 -4.82 2.93
H -0.35 -2.84 2.65
H 1.36 -3.63 2.84
H 0.55 -3.40 1.23
O 0.13 0.96 -2.67
S 0.12 0.63 -4.12
O -0.14 -0.75 -4.49
O -0.88 1.56 -5.04
C -2.23 1.19 -5.02
C -2.67 0.98 -6.47
C 1.71 1.08 -4.83
H -2.73 2.03 -4.54
H -2.52 0.33 -4.41
H -2.04 0.29 -7.03
H -2.64 1.87 -7.09
H -3.68 0.58 -6.52
H 2.14 1.87 -4.21
H 1.40 1.39 -5.83
H 2.33 0.19 -4.80
O -2.18 0.17 3.29
S -1.47 1.25 2.59
O -0.80 0.97 1.32
O -2.67 2.41 2.37
C -3.56 2.62 3.50
C -4.80 1.82 3.01
C -0.26 2.12 3.75
H -3.89 3.65 3.67
H -3.26 2.28 4.50
H -4.64 0.75 2.91
H -5.14 2.21 2.05
H -5.61 1.95 3.72
H 0.38 1.34 4.16
H -0.87 2.38 4.63
H 0.42 2.90 3.40
```

Summary:
Kohn-Sham gap (alpha / beta)	10.2 / 6.6	eV
total charge	+1
2S+1	2
DFT total energy	-210574.8580	eV
HOMO level (alpha / beta)	-0.4354 / -0.3770	hartree
expectation value of S²	0.76
ΔE to the lowest compared entry with this formula, charge and spin	337.0	kJ/mol

---

(2)
DFT (ωB97M-V/def2-TZVPD) results for a cluster of 7 separate species, C26H69N3O10 in total at a distorted geometry.

```
108
C26H69N3O10 | the Open Molecules 2025 dataset | ωB97M-V/def2-TZVPD
C -7.44 -19.22 5.88
O -7.09 -18.23 4.96
C -5.91 -17.55 5.45
C -5.88 -16.91 6.90
N -4.51 -16.58 7.23
C -4.41 -15.45 8.16
C -2.96 -15.19 8.70
O -2.60 -16.03 9.77
C -3.14 -15.53 10.98
H -6.52 -19.79 6.04
H -8.23 -19.83 5.45
H -7.86 -18.94 6.84
H -5.70 -16.85 4.65
H -5.07 -18.23 5.30
H -6.18 -17.64 7.65
H -6.61 -16.10 6.83
H -4.12 -17.37 7.73
H -5.05 -15.76 8.98
H -4.88 -14.53 7.80
H -2.86 -14.15 8.98
H -2.21 -15.51 7.96
H -2.95 -16.27 11.76
H -4.22 -15.35 11.02
H -2.64 -14.60 11.28
C -16.98 -10.09 -3.23
O -16.79 -9.24 -2.15
C -15.44 -9.05 -1.91
C -15.32 -7.84 -0.93
N -15.38 -6.58 -1.63
C -16.72 -6.31 -2.15
C -16.78 -4.90 -2.75
O -16.05 -4.87 -3.98
C -16.13 -3.69 -4.77
H -16.43 -11.03 -3.20
H -16.95 -9.60 -4.20
H -18.02 -10.41 -3.23
H -14.98 -8.91 -2.89
H -14.81 -9.83 -1.47
H -14.38 -7.90 -0.39
H -16.14 -7.75 -0.23
H -14.74 -6.58 -2.42
H -17.41 -6.40 -1.31
H -17.04 -7.02 -2.91
H -16.34 -4.27 -1.98
H -17.78 -4.62 -3.08
H -15.43 -3.85 -5.59
H -15.92 -2.78 -4.22
H -17.16 -3.44 -5.02
C -17.80 -21.47 -6.67
O -17.83 -20.09 -7.17
C -17.49 -19.10 -6.29
C -16.13 -19.25 -5.53
N -16.43 -19.79 -4.17
C -16.89 -18.81 -3.15
C -16.82 -19.39 -1.71
O -15.44 -19.88 -1.56
C -14.49 -19.14 -0.76
H -16.86 -21.97 -6.47
H -18.05 -22.02 -7.58
H -18.57 -21.67 -5.92
H -18.37 -18.93 -5.67
H -17.41 -18.21 -6.91
H -15.67 -18.27 -5.45
H -15.47 -19.89 -6.13
H -15.69 -20.33 -3.74
H -17.91 -18.67 -3.52
H -16.54 -17.79 -3.33
H -17.43 -20.27 -1.51
H -17.04 -18.58 -1.03
H -14.97 -18.88 0.18
H -14.17 -18.27 -1.33
H -13.57 -19.69 -0.57
C -11.10 -14.04 1.04
C -10.85 -14.64 2.41
O -11.27 -13.94 3.58
H -11.85 -14.68 0.56
H -10.25 -13.97 0.36
H -11.47 -13.04 1.25
H -9.80 -14.86 2.61
H -11.25 -15.65 2.53
H -11.05 -14.56 4.27
C -14.63 -13.19 7.94
C -13.19 -13.58 8.40
O -12.77 -14.82 8.05
H -15.32 -13.96 8.29
H -14.75 -13.08 6.87
H -14.89 -12.23 8.38
H -13.01 -13.45 9.47
H -12.51 -13.00 7.77
H -13.32 -15.34 8.64
C -6.66 -12.24 4.58
C -7.33 -11.14 5.44
O -8.64 -10.85 5.01
H -6.69 -11.76 3.60
H -7.27 -13.14 4.60
H -5.63 -12.40 4.88
H -6.85 -10.17 5.53
H -7.37 -11.51 6.46
H -9.06 -11.71 4.92
C -11.35 -16.32 -4.90
C -10.63 -15.04 -4.99
O -10.81 -14.58 -6.33
H -11.41 -16.75 -3.90
H -11.04 -17.16 -5.52
H -12.33 -16.00 -5.25
H -9.55 -15.18 -4.90
H -10.84 -14.31 -4.20
H -10.18 -13.86 -6.45
```

Summary:
Kohn-Sham gap	8.7	eV
total charge	0
structure (SMILES)	COCCNCCOC.COCCNCCOC.COCCNCCOC.CCO.CCO.CCO.CCO
DFT total energy	-53016.6523	eV
HOMO level	-0.3084	hartree
ΔE to the lowest compared entry with this formula, charge and spin	460.8	kJ/mol

---

Among the records above, which one has the highest ΔE to the lowest compared entry with this formula, charge and spin? C26H69N3O10